No. 1
A structure of composition C27H34ClFIN9NaO5S at a distorted geometry. Source: the OMol25 dataset; level of theory: ωB97M-V/def2-TZVPD.

Results
- net charge = -1
- LUMO energy (eV) = 1.99
- HOMO level (Eh) = -0.16986

```
80
Properties=species:S:1:pos:R:3:forces:R:3:lowdin_charge:R:1
Na -0.39510 -0.07040 -0.80710 0.283 -0.449 0.474 0.3603
C -1.27110 -0.90310 3.27470 0.045 -0.063 0.002 -0.2135
C -2.25580 -1.45820 2.20940 0.081 0.115 0.175 -0.1871
N -2.34940 -0.54780 1.09340 -0.173 -0.502 -0.653 -0.0821
C -3.41260 0.42430 1.10810 -0.266 0.122 0.066 -0.2753
C -3.39360 1.38330 2.29180 0.289 0.299 -0.164 -0.4397
S -2.05630 2.62680 2.30070 -0.030 0.036 0.499 0.9154
C -1.07040 2.15340 3.76140 -0.209 0.057 -0.486 -0.4565
C 0.05920 1.17130 3.44160 0.026 -0.032 0.304 -0.2921
N -0.39860 0.06020 2.66070 0.483 -0.200 0.313 -0.0763
H -1.82300 -0.40320 4.07300 0.016 -0.033 0.008 0.0951
H -0.73260 -1.74730 3.74780 -0.172 0.162 -0.001 0.1007
H -1.87120 -2.41380 1.84730 -0.079 0.016 -0.045 0.1118
H -3.23570 -1.64090 2.68440 0.102 -0.114 -0.085 0.1137
H -2.37440 -1.05010 0.21760 -0.186 -0.188 0.033 0.1089
H -3.31780 1.00670 0.19220 -0.106 0.032 -0.069 0.1105
H -4.41670 -0.05810 1.12180 0.211 0.103 -0.024 0.1169
H -4.31250 1.97080 2.26590 -0.076 -0.166 0.064 0.0636
H -3.35140 0.84970 3.23790 -0.135 -0.018 0.104 0.0580
H -0.64900 3.08660 4.13640 0.002 -0.041 0.134 0.0634
H -1.76030 1.76770 4.51270 0.071 0.016 0.096 0.0595
H 0.80440 1.69740 2.84420 0.087 0.003 0.060 0.1058
H 0.53050 0.87670 4.40500 0.024 0.123 -0.156 0.1129
H 0.32800 -0.36830 2.10480 0.019 0.083 -0.058 0.0895
Cl 0.16980 -2.17150 -7.55540 0.018 -0.056 -0.197 0.6366
C 0.05490 -2.06020 -5.81870 0.120 -0.496 0.011 -0.6320
C 0.35480 -3.16240 -5.05260 -0.081 0.381 -0.605 -0.1952
C 0.27400 -3.07060 -3.67590 0.070 -0.442 0.813 -0.6096
I 0.63160 -4.77240 -2.47330 -0.032 0.124 -0.336 0.8748
C -0.07700 -1.91280 -2.96780 0.134 -0.621 0.028 -0.4729
O -0.11150 -1.85130 -1.70440 0.106 -0.874 -0.162 -0.1776
C -0.43610 -0.78920 -3.80530 0.036 -0.251 -0.778 -0.1424
N -0.86760 0.30090 -3.16130 -0.032 0.225 0.322 0.1185
C -1.25690 1.34510 -3.84240 -0.103 0.234 -0.037 -0.1034
C -1.24190 1.37940 -5.24680 0.089 -0.184 -0.143 -0.0454
C -0.79380 0.28500 -5.93470 -0.061 0.119 0.000 -0.0375
C -0.37550 -0.86020 -5.22520 -0.059 0.136 0.406 -0.1834
H 0.64330 -4.08950 -5.52590 0.026 -0.016 -0.040 0.0870
H -1.58910 2.19680 -3.26520 -0.034 0.147 0.099 0.0917
H -1.58630 2.26230 -5.76390 0.005 0.076 -0.044 0.0995
H -0.76920 0.27350 -7.01620 0.001 0.018 0.000 0.0815
F 1.33700 7.31940 -2.63850 0.167 -0.274 -0.016 0.0581
C 1.75290 6.13160 -2.13760 -0.711 0.169 0.377 -0.1712
C 0.96000 5.46580 -1.26300 0.510 0.821 -0.790 0.0457
N 1.35340 4.31280 -0.67350 0.553 -0.036 -0.103 0.0008
C 0.43280 3.60200 0.16600 -1.180 -0.963 -0.189 -0.0574
C -0.72030 2.95420 -0.73450 1.323 0.375 1.191 -0.6814
O -1.24710 3.70830 -1.53980 -0.571 0.759 -0.769 0.0047
O -0.91990 1.75630 -0.50380 -0.710 0.898 0.168 -0.1128
C 2.54190 3.70280 -1.01640 0.048 0.162 0.194 -0.4655
O 2.91720 2.65000 -0.54760 0.090 -0.335 0.048 0.0771
N 3.31300 4.41260 -1.90910 0.252 -0.004 -0.219 0.2114
C 3.04530 5.63130 -2.53590 0.044 -0.186 0.144 -0.4157
O 3.85620 6.13050 -3.28830 -0.095 0.144 -0.064 0.0742
H -0.02250 5.82970 -1.00490 0.003 -0.002 0.021 0.1487
H -0.04090 4.28210 0.87200 0.083 0.092 0.049 0.1077
H 0.95620 2.80520 0.68810 0.026 0.202 -0.023 0.1044
H 4.19650 3.97960 -2.15380 -0.187 0.068 0.063 0.1675
C 1.58690 -2.92880 1.84560 -0.172 -0.030 0.044 -0.1780
N 2.51190 -3.93440 2.36220 -0.149 -0.226 0.141 -0.0878
C 3.19580 -4.54190 1.22230 0.022 -0.211 -0.025 -0.1810
N 3.90930 -3.55250 0.42660 0.182 -0.096 -0.196 -0.0851
C 2.94800 -2.55290 -0.03840 -0.041 0.030 -0.345 -0.1777
N 2.26680 -1.89460 1.07350 -0.223 0.275 -0.004 -0.0831
C 3.27820 -1.26760 1.91220 0.103 0.158 0.143 -0.1774
N 4.24380 -2.23750 2.43330 0.178 0.130 0.110 -0.0917
C 3.50700 -3.25070 3.18030 0.046 -0.062 0.218 -0.1886
C 4.87780 -2.89650 1.29260 0.239 -0.008 0.000 -0.1873
H 1.07640 -2.46920 2.69400 -0.053 0.042 0.027 0.1019
H 0.85280 -3.41630 1.20130 -0.049 0.013 -0.011 0.1301
H 2.46060 -5.04860 0.59180 0.032 0.029 0.018 0.1111
H 3.91560 -5.27670 1.59870 -0.069 -0.003 -0.051 0.1223
H 2.20060 -3.03780 -0.66270 -0.018 0.047 -0.085 0.0464
H 3.47640 -1.80210 -0.63080 -0.042 -0.003 0.002 0.1345
H 2.79650 -0.77820 2.76340 -0.035 0.066 -0.032 0.1195
H 3.81280 -0.51960 1.32000 -0.069 0.015 0.073 0.1304
H 2.99750 -2.76900 4.02120 0.058 -0.043 -0.007 0.1234
H 4.21770 -3.98980 3.56730 -0.077 0.066 0.004 0.1217
H 5.57960 -3.64830 1.67050 0.000 0.079 -0.049 0.1211
H 5.43140 -2.14950 0.71700 -0.019 -0.042 0.010 0.1251
```
Forces are in eV/Å.



No. 2
A structure of composition C27H34N6Se2V. Source: the OMol25 dataset; level of theory: ωB97M-V/def2-TZVPD.

Results
- energy relative to the best compared isomer or geometry (same formula, charge and spin) (kcal/mol) = 18.80
- multiplicity = 2
- LUMO energy (alpha / beta) (eV) = -0.42 / -0.45
- HOMO level (alpha / beta) (Eh) = -0.23290 / -0.23334

```
70
Properties=species:S:1:pos:R:3:forces:R:3:lowdin_spin:R:1
V -0.41676 0.93928 1.41928 -0.420 0.327 0.821 1.2934
Se -3.18185 -0.21057 1.65026 0.088 0.088 -0.212 -0.0011
Se -1.75074 2.87088 2.77267 0.006 -0.111 -0.025 -0.0293
C -1.45646 3.51317 1.05109 0.146 0.005 -0.107 0.0051
C -1.86712 4.75794 0.53945 -0.006 -0.040 0.056 -0.0006
C -1.49895 5.11801 -0.73165 0.028 -0.002 -0.060 0.0018
C -0.72174 4.24977 -1.51091 -0.030 0.054 0.019 -0.0005
C -0.37708 3.03831 -0.96789 -0.054 -0.084 -0.012 0.0020
N -0.74757 2.67106 0.26640 -0.099 0.001 -0.067 -0.0002
C -1.97258 -1.24982 2.58248 0.034 -0.252 0.055 0.0115
C -2.29877 -2.34778 3.41354 -0.061 0.093 -0.088 -0.0011
C -1.30291 -3.08480 3.99232 0.130 -0.018 0.002 0.0078
C 0.04220 -2.74457 3.76341 -0.107 -0.052 0.020 -0.0003
C 0.29472 -1.65063 2.98016 -0.012 0.058 0.014 0.0048
N -0.67972 -0.91576 2.41356 0.225 -0.014 0.096 -0.0009
H -2.45450 5.41271 1.16719 0.002 -0.003 0.006 -0.0005
H -1.80152 6.07830 -1.13080 -0.001 0.000 0.002 0.0001
H -0.40445 4.51421 -2.50917 0.000 -0.002 0.000 -0.0001
H 0.20643 2.31196 -1.51915 0.011 -0.004 0.005 0.0002
H -3.34206 -2.58800 3.56123 0.000 0.009 0.003 -0.0003
H -1.54978 -3.93031 4.62273 0.002 0.001 0.002 0.0005
H 0.85519 -3.30613 4.20004 -0.004 -0.006 0.004 -0.0002
H 1.30584 -1.31323 2.78692 -0.007 0.018 -0.004 -0.0003
C -1.25314 0.29341 -2.91316 0.003 -0.065 -0.035 0.0001
C -1.74482 -0.39667 -4.21419 0.004 -0.001 0.007 0.0000
N -2.82834 -1.32805 -3.90345 -0.002 -0.012 -0.005 0.0000
C -2.30374 -2.38804 -3.04003 -0.011 0.004 0.012 0.0000
C -1.62408 -1.76988 -1.78824 -0.106 -0.009 0.031 0.0001
N -1.87361 -0.32974 -1.74323 0.078 0.106 -0.166 0.0007
C -3.32193 -0.10260 -1.80898 0.006 0.021 -0.051 0.0001
C -3.87119 -0.60035 -3.17209 0.002 0.001 0.009 0.0000
H -1.51599 1.35306 -2.90595 -0.007 0.001 -0.006 0.0000
H -0.16511 0.21868 -2.81440 0.003 0.008 -0.008 0.0000
H -0.94158 -0.95993 -4.69585 0.000 -0.003 0.001 0.0000
H -2.11317 0.33517 -4.93636 0.007 0.001 -0.003 0.0000
H -1.60039 -2.99146 -3.61944 0.001 -0.002 -0.003 0.0000
H -3.13789 -3.03350 -2.75770 0.001 -0.002 0.001 0.0000
H -0.54315 -1.92567 -1.81808 -0.025 -0.010 -0.036 0.0001
H -2.00431 -2.20604 -0.86104 0.010 0.000 0.012 0.0000
H -3.50967 0.96313 -1.65743 0.000 0.001 -0.009 0.0000
H -3.77538 -0.63195 -0.97336 -0.008 -0.008 -0.016 0.0000
H -4.20237 0.22953 -3.80039 0.002 -0.001 -0.003 0.0000
H -4.72410 -1.26773 -3.03360 -0.004 0.004 0.000 0.0000
N 0.70937 -0.13477 -0.07563 -0.229 -0.096 0.067 0.0029
C 1.41749 -0.89127 -0.56251 0.119 -0.031 -0.090 0.0172
C 2.29641 -1.85741 -1.16186 -0.130 0.141 0.089 0.0020
C 1.93787 -3.20324 -1.12934 0.045 -0.056 -0.020 0.0017
C 2.78467 -4.13691 -1.70243 -0.027 0.027 0.019 -0.0001
C 3.96992 -3.72636 -2.29800 0.018 -0.018 -0.015 0.0013
C 4.32053 -2.38302 -2.32444 -0.023 0.023 0.016 -0.0001
C 3.48460 -1.43801 -1.75407 0.046 -0.036 -0.037 0.0018
H 1.01090 -3.50296 -0.65884 0.001 0.002 0.001 0.0001
H 2.51826 -5.18471 -1.68353 0.006 -0.003 -0.003 0.0000
H 4.62720 -4.46025 -2.74537 -0.001 0.000 0.000 0.0001
H 5.24580 -2.07043 -2.78857 0.002 -0.006 -0.002 0.0000
H 3.74318 -0.38788 -1.76408 -0.005 0.002 0.004 0.0001
C 2.00050 1.58673 4.35354 0.008 0.005 0.007 -0.0066
C 2.11769 1.85241 2.85199 -0.202 0.078 0.132 -0.0282
C 3.31173 1.10608 2.25532 0.018 0.003 0.002 -0.0097
C 2.23475 3.35405 2.58352 0.003 0.011 -0.003 -0.0076
N 0.92172 1.37849 2.20389 0.524 -0.144 -0.432 -0.2639
H 2.87447 1.97818 4.87819 0.001 -0.007 0.004 -0.0009
H 1.92401 0.51619 4.55112 -0.002 0.001 0.001 -0.0001
H 1.10629 2.07243 4.74478 0.005 0.007 0.000 0.0001
H 4.23916 1.46278 2.70750 0.004 -0.006 -0.001 -0.0014
H 3.36340 1.27275 1.17774 -0.002 0.006 0.001 -0.0001
H 3.23178 0.03274 2.43825 -0.003 -0.002 -0.001 -0.0002
H 3.13978 3.75185 3.04753 -0.004 0.006 0.004 -0.0012
H 1.36557 3.87215 2.98955 -0.002 -0.002 -0.005 0.0001
H 2.27709 3.54502 1.50957 0.007 -0.004 -0.001 -0.0001
```
Forces are in eV/Å.